Entry from the Open Molecules 2025 dataset: a structure of composition C27H54HfOP2Si in a non-equilibrium geometry (the ωB97M-V functional and the def2-TZVPD basis).

Results
- F_max (eV Å⁻¹) = 2.86
- net charge = +2
- frontier orbital gap (eV) = 7.16
- HOMO energy (Ha) = -0.516
- total energy (eV) = -58673.58804

Each line ends with the Löwdin charge.
Cartesian coordinates (Å):
Hf1 -0.07351 0.06436 0.46944  1.373
C1 -1.97157 1.71923 0.26732  -0.303
C2 -2.39784 0.79709 -0.74662  -0.252
C3 -2.24865 -0.39534 1.23810  -0.341
C4 -1.98077 1.00335 1.51391  -0.321
C5 -2.53529 -0.51246 -0.16129  -0.270
C6 -1.98357 3.20580 0.13323  -0.027
H1 -1.63025 3.52642 -0.85226  0.082
H2 -1.35819 3.70300 0.87985  0.063
H3 -3.00655 3.58905 0.25871  0.117
C7 -1.93895 1.59145 2.87369  -0.012
H4 -1.70432 2.66092 2.84463  0.083
H5 -1.17620 1.10249 3.49797  0.031
H6 -2.90692 1.43863 3.37581  0.121
C8 -2.41752 -1.47626 2.25061  -0.010
H7 -3.48347 -1.59502 2.48760  0.118
H8 -1.88299 -1.25229 3.18310  0.072
H9 -2.05189 -2.44655 1.88378  0.074
C9 -3.32798 -1.65461 -0.68145  -0.022
H10 -4.39416 -1.46983 -0.47525  0.121
H11 -3.06960 -2.58845 -0.17159  0.071
H12 -3.20163 -1.81441 -1.75681  0.084
C10 -3.13354 1.28959 -1.92763  -0.010
H13 -4.08194 1.73336 -1.57117  0.124
H14 -3.35399 0.50611 -2.65910  0.077
H15 -2.58955 2.08030 -2.45837  0.081
C11 1.35346 0.61295 -3.23861  -0.133
C12 0.33839 1.47511 -3.38936  -0.120
C13 -0.26834 1.74023 -4.74245  -0.163
C14 -1.14954 0.59128 -5.33662  -0.162
C15 -1.26710 -0.68903 -4.54464  -0.112
C16 -0.23386 -1.53351 -4.44374  -0.113
C17 1.10062 -1.21751 -5.08266  -0.170
C18 1.96749 -0.09461 -4.42303  -0.170
H16 0.51420 1.97888 -5.48333  0.119
H17 -0.72375 0.34890 -6.32281  0.114
H18 -0.89190 2.64470 -4.67842  0.109
H19 2.24507 0.62710 -5.21236  0.121
H20 1.73463 0.30687 -2.25913  0.059
H21 -0.15378 1.96294 -2.54351  0.075
H22 2.91424 -0.55376 -4.09811  0.105
H23 1.70169 -2.13983 -5.09740  0.109
H24 -0.28492 -2.47589 -3.89146  0.093
H25 0.94220 -0.92560 -6.13372  0.115
H26 -2.15867 0.99315 -5.51217  0.113
H27 -2.22702 -0.86250 -4.05562  0.084
P1 1.53818 2.01295 0.74289  0.744
C19 1.17635 2.79826 2.37039  -0.212
H28 2.06047 3.41260 2.59419  0.074
H29 1.00404 2.05424 3.16622  0.014
H30 0.27820 3.42601 2.27414  0.043
C20 3.25395 1.40496 0.99096  -0.224
H31 3.81248 2.25535 1.41601  0.075
H32 3.66528 1.10186 0.01331  0.056
H33 3.27192 0.54475 1.68072  0.014
C21 1.75388 3.50344 -0.28436  -0.223
H34 2.20775 3.20017 -1.24404  0.057
H35 2.40887 4.16461 0.31601  0.073
H36 0.75884 3.95609 -0.44975  0.046
P2 0.76948 -2.27384 -0.11024  0.771
C22 -0.46108 -3.57085 -0.54710  -0.228
H37 0.14620 -4.40369 -0.93730  0.073
H38 -1.19103 -3.19545 -1.28144  0.030
H39 -0.97483 -3.86521 0.39101  0.058
C23 2.43471 -2.51808 -0.84981  -0.224
H40 2.34084 -2.61671 -1.94250  0.052
H41 2.85657 -3.41070 -0.35317  0.067
H42 3.05422 -1.63788 -0.59692  0.047
C24 1.19084 -3.09702 1.49608  -0.279
H43 1.40197 -4.14993 1.24216  0.082
H44 0.30896 -3.02819 2.15765  0.023
H45 2.06941 -2.59849 1.94768  0.049
C25 0.24701 0.32860 5.22953  -0.169
Si1 0.99948 -0.66787 3.82858  0.319
C26 2.83013 -0.35721 3.95370  -0.160
C27 0.72936 -2.40015 4.50520  -0.166
O1 0.48312 -0.32741 2.28328  -0.489
H46 0.80042 -0.00263 6.12660  0.060
H47 -0.80964 0.08651 5.40039  0.049
H48 0.36719 1.41359 5.14831  0.037
H49 3.11393 -0.63255 4.98225  0.063
H50 3.41413 -0.97529 3.26335  0.036
H51 3.08737 0.69732 3.80387  0.032
H52 -0.32261 -2.70741 4.47703  0.044
H53 1.33978 -3.17169 4.02367  0.028
H54 1.03155 -2.34885 5.56442  0.060